# 1
Formula: C30H41N10O2S3Y
Source: OMol25
Level of theory: ωB97M-V/def2-TZVPD

```
! RIJCOSX wB97M-V def2-TZVPD def2/J DEFGRID3
* xyz 0 1
Y 0.08816 0.37179 -0.20007
S -1.82305 3.93837 3.31072
S -1.95840 1.94938 0.98708
S 3.05122 1.55344 -0.54211
O 3.74607 2.30470 -1.54576
O 1.86391 2.18485 0.05539
N 1.73259 -1.34181 1.57405
N 6.76145 0.50274 3.93970
N -0.19862 2.25116 -1.92732
N 0.22972 0.82404 2.42456
N -0.26475 1.94033 3.05386
N 4.50505 -0.67379 -1.68421
N 2.39229 0.18666 -1.10211
N 2.50233 -1.88214 -2.09339
N -2.27692 0.37260 -1.50618
N -0.02218 -0.50557 -2.63376
C 5.51760 1.11772 0.53169
C -1.18385 -5.15251 1.15233
C -2.62874 1.63685 -2.18806
C -1.11574 -1.47370 -2.74829
C 0.46031 1.86251 -3.18330
C 1.19614 -1.33544 2.79811
C 0.50239 -0.12168 3.23121
C -0.04064 0.51562 -3.68709
C -1.23250 2.52717 2.43946
C 6.37886 0.86155 1.57995
C 4.60729 -2.87003 -2.60757
C -2.45533 -0.83270 -2.34175
C -3.42671 -4.24456 0.50597
C 3.65309 1.10795 2.06998
C -1.50578 -2.73934 0.79689
C -2.14647 -3.96710 1.30411
C -0.98802 -1.71204 0.38042
C 3.16871 -0.80844 -1.62578
C 2.62977 -3.51331 2.03976
C 4.15155 1.22352 0.77972
C 1.32764 -2.39588 3.68236
C 3.22480 -2.88322 -2.57615
C -2.50081 -3.78366 2.78709
C 5.88861 0.71330 2.88302
C 2.04465 -3.51366 3.29261
C 5.19683 -1.70032 -2.15178
C -3.12118 4.56399 2.22928
C 2.44599 -2.40421 1.22420
C 4.51876 0.85039 3.11487
C -1.56851 2.75028 -2.08575
H 1.53100 1.80452 -2.99351
H 7.44533 0.78778 1.39886
H -0.88554 -2.28801 -2.06541
H -0.91771 -5.30046 0.10414
H 0.84720 -1.03492 -2.65908
H -3.02915 -1.57133 -1.78365
H -1.19414 -1.88396 -3.76352
H 3.22090 -4.34854 1.68891
H -1.65598 3.38518 -2.97670
H 7.65686 0.11190 3.70132
H -3.91588 -5.15201 0.87023
H 0.56524 0.21668 -4.54830
H -3.56513 2.03697 -1.79400
H -2.84102 0.26232 -0.67372
H -2.80786 1.41716 -3.24016
H 4.13569 0.77440 4.12670
H -1.64799 -6.06873 1.52855
H -3.17607 -2.93701 2.91784
H -3.53333 5.43139 2.74472
H 0.30432 2.61749 -3.96354
H 2.66414 -3.73669 -2.94603
H 0.26530 -0.00939 4.28754
H -4.12384 -3.41090 0.60471
H -2.98496 -4.68324 3.17745
H 2.89893 -2.38132 0.24409
H -0.26597 -4.96861 1.71107
H -1.06139 0.61504 -4.05545
H -2.71380 4.86750 1.26884
H 2.14936 -4.36274 3.95571
H -1.78521 3.36450 -1.21711
H 5.88380 1.24149 -0.47689
H 6.27576 -1.57460 -2.16989
H -3.03790 -0.57512 -3.22984
H -3.89743 3.81745 2.08611
H 6.36352 0.11594 4.77854
H 2.59776 1.24460 2.25168
H 0.86892 -2.33137 4.66102
H 0.36574 2.96781 -1.48405
H -3.19618 -4.37649 -0.55293
H -1.59885 -3.59295 3.37046
H 5.18502 -3.69931 -2.98681
*
```

Properties
HOMO-LUMO gap ... 0.280 Ha



# 2
Formula: C35H29CoIN6OP
Source: OMol25
Level of theory: ωB97M-V/def2-TZVPD

```
! RIJCOSX wB97M-V def2-TZVPD def2/J DEFGRID3
* xyz 1 4
I 1.83140 6.04738 -0.11045
Co 0.78129 -0.17666 -1.36660
P 0.90120 -0.20717 1.02517
O 3.32920 0.35954 -2.69387
N -8.97823 1.59385 -3.00586
N 0.80509 -2.24136 -1.88944
N -0.29301 2.81176 -1.70091
N 2.86989 0.24570 -1.37127
N 1.16197 -4.35688 -2.28689
N 0.86350 2.17035 -1.50559
C 0.27290 1.36712 1.67741
C -5.52587 1.52482 -3.55425
C -0.77055 3.82710 2.46442
C -0.23034 4.09643 -1.33157
C 2.77240 -0.50585 3.04484
C -1.07304 1.66526 1.45441
C 5.16284 -0.48773 2.83983
C -1.19052 -3.63817 3.25181
C -0.30137 -3.89323 2.21496
C 0.30821 -2.84267 1.55149
C 3.21323 -2.95556 -2.10771
C 2.60969 -0.31959 1.67692
C -0.41493 -2.89415 -1.96739
C -2.37118 0.31835 -1.97387
C 3.83088 -0.03520 -0.58423
C 1.09162 2.31785 2.27925
C -0.84260 -1.27517 2.96984
C 1.05502 4.31834 -0.88089
C 4.02954 -0.58489 3.62809
C -1.59193 2.88504 1.85714
C -0.20577 -4.20828 -2.21037
C -6.46700 1.09397 -2.62304
C -4.18449 1.26288 -3.34437
C 1.73882 -3.15536 -2.09376
C -1.46048 -2.33144 3.62671
C -1.18855 0.09859 -1.77692
C -3.76811 0.57172 -2.20463
C 1.69693 3.08254 -1.01434
C -7.86418 1.37136 -2.83702
C 3.76112 -0.23215 0.87685
C 5.02241 -0.31998 1.47125
C -6.06467 0.39754 -1.48604
C -4.72267 0.14027 -1.28035
C 0.57071 3.54462 2.66954
C 0.04549 -1.52567 1.92861
H -1.05269 -0.25803 3.27478
H 0.99316 -3.04982 0.73665
H -3.45014 1.58335 -4.07134
H -5.84906 2.05847 -4.43718
H -0.88373 -5.03047 -2.34850
H -2.14993 -2.12775 4.43515
H -1.33892 -2.35696 -1.84919
H 4.82110 -0.10107 -1.03041
H 1.21736 4.27874 3.13116
H 1.65749 -5.21012 -2.48245
H -1.08915 2.24175 -1.97752
H 3.70509 -3.77393 -2.63193
H -6.80388 0.06249 -0.77177
H 6.14765 -0.54786 3.28185
H 5.90647 -0.25488 0.84975
H -1.17613 4.78142 2.77376
H -0.08817 -4.91254 1.92107
H 1.89403 -0.59319 3.67319
H 2.71006 2.82209 -0.75378
H 3.46159 -2.03203 -2.62518
H 4.11642 -0.72563 4.69711
H -2.63884 3.10307 1.68945
H -1.67300 -4.45885 3.76559
H 3.61328 -2.92112 -1.09225
H -4.40241 -0.40088 -0.39994
H -1.08258 4.75049 -1.40317
H 2.14188 2.11638 2.44618
H -1.71452 0.95126 0.94971
H 2.79175 1.08041 -3.05766
*
```

Properties
HOMO-LUMO gap (alpha / beta) ... 0.279 / 0.275 Ha
⟨S²⟩ ... 3.7607
Energy above the lowest of the compared OMol25 structures with the same formula, charge and spin ... 0.000 eV



# 3
Formula: C38H48AsClGeN3OSi3Tc
Source: OMol25
Level of theory: ωB97M-V/def2-TZVPD

```
! RIJCOSX wB97M-V def2-TZVPD def2/J DEFGRID3
* xyz 2 1
Tc -0.95866 0.07952 0.91468
As -1.39997 -0.01245 -1.51584
Ge 2.76987 0.10301 1.06568
Cl -7.25541 1.70387 2.48585
Si 0.16563 -1.52801 -2.59351
Si -3.64053 -0.95704 -1.66935
Si -1.23950 2.14306 -2.68161
O -1.28806 -1.57146 1.70923
N 0.77783 -4.89095 4.17108
N -3.36362 -3.91966 2.61638
N -0.35743 -2.28893 2.38797
C 3.32881 1.65768 0.05285
C -3.53186 2.76302 1.60113
C 3.10997 0.32150 2.95813
C -3.45127 -2.71496 -1.09096
C 3.88499 -1.97486 -0.71679
C 3.86138 -4.32140 -0.18578
C -4.11098 -0.79959 -3.46561
C 2.65344 1.44891 3.64409
C 2.82463 -2.74342 1.29805
C -1.28976 1.73154 2.07660
C -0.85891 -3.34704 2.90462
C -4.74699 0.04827 -0.56255
C 4.33946 -0.34082 4.92539
C 3.02875 1.67439 4.95806
C 3.18024 -1.68930 0.45225
C -2.68156 3.15284 -2.09008
C -0.61500 -2.12923 -4.17022
C -3.42636 0.73285 2.89424
C 3.87675 0.77891 5.59805
C -4.90777 2.76237 1.70800
C -4.80605 0.71207 2.98910
C 2.70991 2.88213 0.31113
C -2.24806 -3.69511 2.76490
C 4.42164 1.62891 -0.81348
C 3.95752 -0.57228 3.61030
C -2.76668 1.74714 2.18622
C 0.40297 2.87260 -2.20278
C 3.15735 4.04712 -0.29159
C 4.86890 2.79460 -1.42041
C -1.38852 1.65184 -4.46636
C -5.54216 1.72463 2.38573
C 0.70458 0.17262 0.93933
C 4.23562 4.00178 -1.16443
C 4.22579 -3.28331 -1.03185
C 0.38784 -2.91139 -1.37000
C 3.15874 -4.05101 0.98121
C 1.67262 -0.47645 -2.88852
C 0.04085 -4.20398 3.62214
H 2.30750 -2.54132 2.22878
H -0.71425 -1.35606 -4.93234
H -3.00168 -3.35042 -1.85649
H -2.85398 -0.02852 3.41403
H -5.78434 -0.08936 -0.88021
H -4.53092 1.11670 -0.59556
H -0.83437 2.63378 1.66255
H 4.13728 -5.33924 -0.42846
H -1.37954 2.56268 -5.07287
H -5.31332 -0.07031 3.53668
H -1.59002 -2.59025 -4.00760
H 1.28570 -3.48408 -1.61943
H 0.04033 -2.90717 -4.57517
H 1.87242 2.94046 1.00051
H 5.72461 2.76129 -2.08159
H 4.17797 -1.18441 -1.39487
H -5.49821 3.56146 1.28078
H 5.00320 -1.03639 5.42141
H 2.00123 2.16712 3.15743
H -3.28614 -0.93810 -4.16309
H -3.03867 3.58622 1.09963
H -4.57183 0.17042 -3.66320
H 0.76805 2.47793 -1.25447
H 2.89049 -4.85625 1.65313
H 4.33460 -1.45017 3.10037
H 0.51706 -2.55140 -0.34842
H -2.85081 -2.79472 -0.18177
H 4.95943 0.70894 -0.99999
H 0.30334 3.95531 -2.09065
H 4.78771 -3.49074 -1.93340
H -0.77262 1.45841 3.00648
H -4.43803 -3.12569 -0.86009
H -2.32252 1.13001 -4.67349
H 4.17977 0.95924 6.62090
H 1.17683 2.68631 -2.94895
H 2.67560 4.99132 -0.07261
H 2.67080 2.55125 5.48132
H -4.85750 -1.56809 -3.68641
H -2.71828 4.08570 -2.66006
H 4.59131 4.90951 -1.63357
H -2.57757 3.41485 -1.03757
H 1.51046 0.21631 -3.71694
H -4.67643 -0.28025 0.47722
H -0.46446 -3.59322 -1.39505
H -3.63700 2.64518 -2.22912
H 1.96577 0.10830 -2.01330
H -0.55620 1.03098 -4.79978
H 2.51629 -1.11805 -3.15541
*
```

Properties
HOMO-LUMO gap ... 0.232 Ha
Energy above the lowest of the compared OMol25 structures with the same formula, charge and spin ... 0.772 eV



# 4
Formula: C34H53Cl2F9NO10
Source: OMol25
Level of theory: ωB97M-V/def2-TZVPD

```
! RIJCOSX wB97M-V def2-TZVPD def2/J DEFGRID3
* xyz 1 1
Cl 1.68739 -3.28432 -1.06452
Cl 4.09394 -4.95036 2.23122
F -2.13744 3.55361 0.15369
F -1.62993 3.01632 -3.00608
F -2.36401 5.70380 -3.32325
F -0.38295 6.64590 -1.57242
F -0.06398 4.60906 -0.97922
F -4.02107 2.83223 -0.61814
F -2.78107 5.78870 -1.21142
F 0.10020 5.16664 -3.04173
F -3.67819 3.62229 -2.86822
O -2.66560 1.67525 -8.87460
O -2.18774 -2.64951 5.08790
O -2.76857 2.89774 -7.11169
O 7.14773 -5.44530 1.39246
O -0.35705 -1.49452 4.79155
O -0.32827 -1.05720 -3.14216
O -0.46499 3.49108 6.10370
O 8.17706 -7.36611 1.61594
O -0.96257 2.64061 4.15325
O -1.01757 -0.11461 -4.99295
N 1.01117 -1.93194 1.10042
C -0.91728 0.14274 -6.40834
C -0.10875 0.18304 1.06871
C -2.36739 -0.29680 4.37200
C 0.45832 -0.88294 1.74357
C 8.09175 -5.82137 3.53900
C -4.35920 -2.94408 4.00537
C -1.02222 3.59223 4.89264
C -2.07658 5.14645 -2.13256
C 0.44085 -0.92293 -0.98110
C 2.92624 -2.52849 2.58691
C 1.61060 -2.99033 1.94392
C -0.67606 1.29995 -1.12672
C 0.42006 -2.10803 -5.14094
C -3.64806 3.83187 -9.23191
C -4.26710 4.33124 -5.81709
C -0.11582 0.17244 -0.32438
C 7.78869 -6.17371 2.10035
C -1.82923 -0.71965 -7.25201
C 4.13555 -3.19700 1.97883
C -3.60364 -2.74278 5.30143
C 9.09466 -8.22703 2.29855
C -0.31227 -1.05172 -4.34884
C -0.31073 4.60530 6.99539
C -2.69868 2.88651 -0.87586
C -1.77729 4.84384 4.51562
C -2.51281 3.65851 -2.22105
C 0.99714 -1.96833 -0.24286
C -0.55870 5.39161 -1.92966
C -2.19301 1.46277 -0.93963
C -2.86756 4.08851 -6.33496
C -1.56503 -1.50429 4.78916
C -1.54575 4.82888 7.84123
C 8.39503 -9.12428 3.29775
C -2.97952 2.74558 -8.43042
H 0.49554 -0.88506 2.81808
H 0.44607 -0.97127 -2.05589
H 7.61670 -9.70313 2.80119
H -0.46867 1.13223 -2.17479
H -4.72248 3.65287 -9.23330
H 9.89924 -7.64888 2.75441
H -1.37559 5.63656 8.55235
H 0.53126 4.33722 7.62993
H -3.96427 -1.88089 5.86268
H -3.28090 3.77417 -10.25299
H -1.58163 -1.78166 -7.18471
H -2.20479 3.89177 -5.49302
H -3.98738 -3.82771 3.48672
H -4.24006 -2.09314 3.33378
H 1.81379 -3.87368 1.35719
H 8.19468 -4.74155 3.60732
H 0.89137 -3.24996 2.70911
H 4.24122 -2.99987 0.91782
H -5.42210 -3.07738 4.20375
H -2.86128 -0.60486 -6.92226
H -2.82568 4.71046 4.77921
H 3.04699 -1.44923 2.53947
H 2.88747 -2.78889 3.63904
H 7.25201 -6.13530 4.15800
H -0.23874 -2.96558 -5.26880
H 9.00614 -6.26493 3.92440
H 1.29164 -2.41679 -4.56954
H -1.81743 0.59935 4.64816
H -2.48622 -0.31466 3.28805
H -1.22030 1.18204 -6.51139
H 7.91922 -8.54827 4.09175
H 9.54783 -8.82917 1.51348
H -2.45767 4.95305 -6.86045
H 0.12308 0.08220 -6.73193
H -3.73033 -3.61112 5.94425
H -4.25933 5.17789 -5.13183
H -1.76184 -0.41307 -8.28818
H -1.79192 3.92251 8.39381
H 5.04344 -2.83884 2.44639
H -0.52439 1.01819 1.61008
H -0.01724 5.49917 6.44470
H -0.16834 2.21562 -0.83248
H -2.76023 0.92473 -1.69094
H -4.62173 3.45167 -5.28105
H -4.98513 4.54522 -6.60949
H 9.10684 -9.81270 3.75300
H -1.40219 5.74805 4.98720
H -2.48027 1.02690 0.01450
H -3.45131 4.83654 -8.86316
H -2.41150 5.08659 7.23081
H -3.34855 -0.23777 4.83632
H 0.76276 -1.77224 -6.11596
H -1.70054 4.97558 3.43939
*
```

Properties
HOMO-LUMO gap ... 0.324 Ha
Energy above the lowest of the compared OMol25 structures with the same formula, charge and spin ... 0.000 eV



# 5
Formula: C3H12N2OS
Source: OMol25
Level of theory: ωB97M-V/def2-TZVPD

```
! RIJCOSX wB97M-V def2-TZVPD def2/J DEFGRID3
* xyz 0 1
S 0.49632 1.66281 -1.47666
O -3.07848 4.35065 -0.74030
N 0.41884 -2.59205 1.65976
N 1.98295 -0.49335 0.51364
C 0.60903 -0.64098 0.08422
C 0.26677 -0.15434 -1.31266
C 0.11925 -2.08289 0.33320
H -0.90969 -2.28305 0.09689
H 2.60017 -0.53748 -0.28890
H 0.90330 -0.56864 -2.08995
H 0.75832 -2.71423 -0.28471
H -0.01980 -0.05020 0.76720
H 2.19980 0.37567 0.97477
H -0.77577 -0.31623 -1.50156
H -3.99721 4.66379 -0.72700
H 1.33972 -2.27506 1.93907
H 0.34499 2.17955 -0.24929
H -3.03224 3.69012 -0.04395
H -0.22628 -2.21407 2.34624
*
```

Properties
SMILES ... NC[C@@H](N)CS.O
HOMO-LUMO gap ... 0.353 Ha
Energy above the lowest of the compared OMol25 structures with the same formula, charge and spin ... 0.592 eV



# 6
Formula: C25H28N4O3
Source: OMol25
Level of theory: ωB97M-V/def2-TZVPD

```
! RIJCOSX wB97M-V def2-TZVPD def2/J DEFGRID3
* xyz 0 1
O 1.00903 -1.60426 -1.17038
O -2.82888 -0.14430 0.69159
O -3.44637 -5.34290 3.91120
N 0.24286 5.23992 0.08618
N 0.25064 0.55852 -1.13738
N -1.61857 -1.60185 -0.53976
N -2.97760 -4.62992 1.15318
C 4.61706 -0.17119 -2.78933
C 2.20616 1.15595 -3.14265
C -2.36961 -5.78926 1.78281
C -1.82854 -0.40576 0.03895
C 1.22067 3.20414 0.12096
C -4.21893 -4.30836 1.84201
C 3.77834 4.23960 -0.23219
C -0.80350 0.65703 -0.20903
C 1.11361 -0.42656 -1.48638
C -2.09344 -3.49563 0.95841
C -4.03665 -4.18198 3.36089
C 0.04938 6.65911 0.01011
C 4.54690 0.92923 -3.62704
C 3.33889 1.58208 -3.81092
C 3.48545 -0.60667 -2.12640
C -0.72587 4.30902 0.28777
C -2.51639 -2.70170 -0.28832
C 3.58169 2.87120 -0.03346
C 2.27521 0.06314 -2.28256
C -0.99785 1.84178 0.40784
C -0.19892 3.03682 0.28845
C 2.71968 5.12080 -0.20801
C 1.44634 4.59691 -0.01790
C 2.32366 2.34683 0.15784
C -2.20409 -5.61617 3.29808
H 4.78008 4.61225 -0.38401
H -2.07157 -2.80351 1.81282
H -1.83471 -6.53421 3.75869
H -4.62498 -3.37940 1.44329
H -1.49575 -4.79841 3.50661
H 1.26717 1.66163 -3.32039
H -3.51488 -2.28429 -0.14448
H 0.56578 1.48627 -1.39836
H -1.75460 4.59828 0.39045
H -1.89316 1.91814 1.00963
H 0.60998 7.16544 0.79988
H 3.52017 -1.46407 -1.47116
H 2.87498 6.18288 -0.32323
H -1.00847 6.88575 0.12837
H -1.07771 -3.86691 0.79832
H -3.03255 -6.64131 1.59939
H 3.27896 2.42828 -4.47918
H -4.92379 -5.11995 1.63555
H -0.67372 -1.83557 -0.84608
H 5.42988 1.27363 -4.14445
H -3.41444 -3.30424 3.59405
H 0.38773 7.04141 -0.95623
H -1.40370 -5.99107 1.31720
H 4.43757 2.21311 -0.02295
H 2.20123 1.29327 0.35498
H 5.55421 -0.68994 -2.65307
H -5.00216 -4.07018 3.85662
H -2.52193 -3.36286 -1.15678
*
```

Properties
SMILES ... Cn1cc(/C=C(\NC(=O)c2ccccc2)C(=O)NCCN2CCOCC2)c2ccccc21
HOMO-LUMO gap ... 0.295 Ha
Energy above the lowest of the compared OMol25 structures with the same formula, charge and spin ... 0.841 eV



# 7
Formula: C3H6ClNO2
Source: OMol25
Level of theory: ωB97M-V/def2-TZVPD

```
! RIJCOSX wB97M-V def2-TZVPD def2/J DEFGRID3
* xyz 0 1
Cl 1.15321 2.04045 -1.28394
O -0.21777 0.73696 2.78028
O 0.02632 -1.31075 2.26121
N -0.28412 -0.17842 2.03161
C 1.16204 1.28536 0.29747
C -0.82076 -0.58684 -0.57999
C -0.66857 0.21333 0.67320
H -0.10546 -1.33736 -0.77036
H -0.63417 0.16207 -1.26845
H 1.72656 0.42571 0.44781
H -1.83191 -0.87501 -0.80053
H 1.06729 1.99704 1.21457
H -1.35098 1.03062 0.87101
*
```

Properties
HOMO-LUMO gap ... 0.352 Ha
Energy above the lowest of the compared OMol25 structures with the same formula, charge and spin ... 5.555 eV